1.
10 unconnected molecules or ions with the total composition C35H70O15 in a non-equilibrium geometry. Source: the Open Molecules 2025 dataset; level of theory: the ωB97M-V functional and the def2-TZVPD basis.

E	-68126.2555	eV
2S+1	1
maximum force	19.68	eV/A
structure (SMILES)	CCOC(C)=O.CCOC(C)=O.CCOC(C)=O.CCOC(C)=O.CCOC(C)=O.CC(C)=O.CC(C)=O.CC(C)=O.CC(C)=O.CC(C)=O
frontier orbital gap	9.55	eV

Each line ends with the Löwdin charge.
Positions of all 120 atoms, in Å:
C1 12.68917 -11.15955 12.80602  -0.04
C2 13.57037 -10.39781 11.74692  -0.28
O1 13.82038 -9.07058 11.86052  -0.02
C3 14.60635 -8.48951 10.95911  -0.50
C4 14.72456 -7.00495 11.14571  0.02
O2 15.31843 -8.97713 10.08009  0.09
H1 12.35407 -12.09449 12.33949  0.06
H2 11.56714 -10.54391 12.84048  0.12
H3 13.24454 -11.20109 13.82002  0.10
H4 14.55332 -10.87530 11.80432  0.12
H5 13.24301 -10.61756 10.68241  0.15
H6 15.07849 -6.56077 10.24172  0.08
H7 15.45755 -6.81199 11.85255  0.07
H8 13.83323 -6.42188 11.36693  0.08
C5 5.77034 -11.63131 11.21324  0.03
C6 6.02413 -13.00595 10.50375  -0.11
O3 7.47315 -13.22696 10.51636  -0.04
C7 8.16388 -12.97031 9.29878  -0.40
C8 9.55910 -13.46128 9.31864  0.03
O4 7.63906 -12.40281 8.28591  0.05
H9 4.78708 -11.44850 11.17815  0.05
H10 6.20612 -11.02718 10.70358  -0.03
H11 5.96462 -11.60196 12.24439  0.08
H12 5.68143 -13.71609 11.02519  0.03
H13 5.56154 -13.16449 9.61742  0.10
H14 9.94388 -13.08713 10.23495  0.05
H15 10.20883 -13.16349 8.52651  0.09
H16 9.47897 -14.49500 9.37396  0.07
C9 9.82146 -16.43998 14.25389  -0.05
C10 9.17936 -16.46990 12.93318  -0.19
O5 10.06936 -16.96840 11.88546  -0.05
C11 9.59480 -17.40133 10.59645  -0.40
C12 10.73065 -17.72066 9.65067  0.03
O6 8.38541 -17.50334 10.31167  0.07
H17 8.98643 -16.26999 14.73813  0.01
H18 10.65235 -15.68772 14.45599  0.12
H19 10.31725 -17.20503 14.58621  0.04
H20 8.42887 -17.15222 13.05170  0.09
H21 8.79867 -15.40385 12.51352  0.18
H22 11.22757 -18.43427 10.01650  0.00
H23 11.34707 -16.89601 9.31959  0.10
H24 10.40618 -18.34361 8.83180  0.10
C13 7.05488 -13.14675 19.19913  -0.05
C14 6.71126 -14.58914 19.39153  -0.20
O7 7.63134 -15.42598 18.63719  -0.05
C15 7.42356 -16.72138 18.57583  -0.52
C16 8.40560 -17.45511 17.62167  0.02
O8 6.45865 -17.35675 19.11427  0.03
H25 6.30524 -12.45335 19.44175  0.06
H26 7.37414 -13.17895 18.13667  0.09
H27 7.79886 -12.71637 19.82728  0.07
H28 6.72746 -14.79192 20.41311  0.10
H29 5.68298 -14.82498 19.11564  0.13
H30 9.31308 -16.67393 17.54436  0.10
H31 7.96796 -17.26173 16.61754  0.05
H32 8.83848 -18.46697 18.00279  0.12
C17 10.11203 -14.10585 16.88856  -0.05
C18 10.71043 -12.89051 16.27696  -0.17
O9 10.58759 -12.88957 14.86066  -0.01
C19 9.49376 -12.49280 14.30074  -0.43
C20 9.32945 -12.53687 12.78925  0.05
O10 8.45324 -12.16748 15.03008  -0.02
H33 8.98030 -14.08641 16.47254  0.13
H34 10.06626 -14.04638 17.88188  0.04
H35 10.40719 -15.00638 16.66895  -0.01
H36 10.37078 -11.85675 16.38139  0.14
H37 11.72692 -13.01994 16.56245  0.10
H38 9.69993 -11.59260 12.19555  0.13
H39 8.63516 -12.92342 12.50093  -0.11
H40 10.10826 -13.25705 12.37592  0.11
C21 5.30660 -17.28772 14.63916  0.01
C22 5.37168 -15.67703 14.35066  -0.28
C23 5.95089 -14.81541 15.54669  -0.01
O11 5.12931 -15.13750 13.17144  -0.03
H41 4.55101 -17.59279 15.35619  0.08
H42 6.10359 -17.70174 15.16262  0.03
H43 5.20131 -17.76337 13.75658  0.03
H44 5.02446 -14.58258 16.12242  0.10
H45 6.41272 -13.85233 15.12428  0.09
H46 6.72806 -15.36766 15.98706  0.02
C24 9.34113 -8.37410 12.86334  -0.05
C25 10.51920 -8.19336 13.74965  -0.37
C26 11.66474 -7.31496 13.13400  -0.04
O12 10.69184 -8.82899 14.90919  -0.04
H47 8.87104 -7.36246 12.62686  0.12
H48 8.59024 -9.03164 13.16186  0.05
H49 9.50232 -8.96438 11.94282  0.09
H50 11.23163 -6.21460 12.93969  0.13
H51 11.96014 -7.56678 12.18270  0.01
H52 12.52957 -7.10268 13.77309  0.08
C27 6.82747 -7.88421 19.30596  0.00
C28 6.67707 -9.11024 18.42206  -0.37
C29 7.88603 -9.64100 17.55090  -0.02
O13 5.55266 -9.76841 18.41846  -0.03
H53 6.05049 -7.80614 19.93063  0.04
H54 7.07916 -7.16219 18.71456  0.02
H55 7.70914 -8.20336 19.93701  0.12
H56 7.52108 -10.27018 16.72970  0.06
H57 8.21743 -10.51853 18.14846  0.08
H58 8.46138 -8.88317 16.94509  0.09
C30 14.73450 -14.10886 15.83536  -0.04
C31 14.27118 -15.05118 16.93094  -0.49
C32 15.32678 -15.40366 17.97386  -0.03
O14 13.08904 -15.32458 17.15309  0.04
H59 13.74956 -13.63560 15.38271  0.10
H60 15.59173 -14.50564 15.13680  0.12
H61 15.21620 -13.25656 16.39443  0.09
H62 15.22478 -16.41557 18.26838  0.06
H63 15.31382 -14.53165 18.79745  0.15
H64 16.34272 -15.34614 17.69254  0.05
C33 12.10452 -16.90706 20.55841  -0.02
C34 11.60216 -15.71362 21.24559  -0.35
C35 10.17800 -15.31661 21.21727  -0.04
O15 12.51094 -15.00749 22.03737  -0.08
H65 13.20915 -17.25096 20.70571  0.14
H66 12.08889 -16.65912 19.63625  0.00
H67 11.49321 -17.64882 20.85593  0.05
H68 9.52638 -15.54288 20.24719  0.11
H69 9.97293 -14.25630 21.38440  0.08
H70 9.53422 -15.80118 22.03884  0.12

2.
9 unconnected molecules or ions with the total composition C35H70O17 in a non-equilibrium geometry. Source: the Open Molecules 2025 dataset; level of theory: the ωB97M-V functional and the def2-TZVPD basis.

E	-72222.3829	eV
2S+1	1
maximum force	18.35	eV/A
structure (SMILES)	CCOC(C)=O.CCOC(C)=O.CCOC(C)=O.CCOC(C)=O.CCOC(C)=O.CCOC(C)=O.CCOC(C)=O.CCOC(C)=O.CC(C)=O
frontier orbital gap	10.48	eV

Each line ends with the Löwdin charge.
Positions of all 122 atoms, in Å:
C1 -0.09604 -0.38984 4.67390  -0.01
C2 0.64496 0.98716 4.88390  -0.24
O1 -0.00304 1.84316 5.72090  -0.01
C3 0.55496 3.10916 5.82690  -0.53
C4 -0.33504 3.80916 6.96890  0.05
O2 1.36396 3.52716 5.20690  0.21
H1 0.19896 -0.74784 5.58290  0.04
H2 0.22696 -1.00584 3.90590  0.03
H3 -1.20004 -0.32584 4.55390  0.08
H4 1.52296 0.85816 5.19490  0.05
H5 0.65196 1.38116 3.77790  0.14
H6 -1.36504 3.62116 6.94190  0.06
H7 -0.24504 4.85216 6.89390  0.04
H8 0.06496 3.56716 8.00390  0.11
C5 3.93196 -2.65084 -2.36710  -0.01
C6 4.06896 -1.83684 -1.07110  -0.18
O3 3.35596 -2.37284 0.06890  -0.01
C7 3.07596 -1.53984 1.06790  -0.49
C8 2.50796 -2.26784 2.20790  0.09
O4 3.25496 -0.31984 1.08090  0.09
H9 4.30396 -2.28384 -3.28210  0.08
H10 2.87096 -2.94184 -2.44310  0.08
H11 4.23996 -3.52184 -2.32910  -0.02
H12 5.14396 -1.43184 -0.57710  0.19
H13 3.81796 -0.76584 -1.18610  0.10
H14 1.60296 -2.44884 1.98590  0.05
H15 2.50296 -1.76584 3.03690  0.07
H16 2.81896 -3.02684 2.38190  -0.03
C9 -2.87704 0.05716 -2.87210  -0.07
C10 -2.43404 1.44616 -3.25710  -0.14
O5 -1.00504 1.50316 -2.84310  -0.05
C11 -0.32904 2.63916 -3.20310  -0.49
C12 1.10496 2.76016 -2.67310  0.01
O6 -0.82204 3.62416 -3.77010  0.07
H17 -4.04204 -0.08484 -3.13210  0.14
H18 -2.59304 -0.34684 -1.99710  0.00
H19 -2.35904 -0.85384 -3.35110  0.09
H20 -2.27604 1.34016 -4.25910  0.10
H21 -3.00904 2.16116 -2.88510  0.09
H22 1.41896 1.74916 -2.56510  0.02
H23 1.02196 3.12716 -1.58710  0.08
H24 1.98996 3.15916 -3.35210  0.14
C13 0.95396 -8.51984 -5.04210  -0.02
C14 0.34596 -8.03584 -3.57610  -0.17
O7 1.14996 -7.05184 -2.99110  0.01
C15 0.92396 -6.73284 -1.73010  -0.56
C16 1.92496 -5.86384 -1.14610  0.02
O8 -0.00304 -7.14784 -1.01610  0.08
H25 1.32496 -7.55284 -5.49110  0.08
H26 0.41396 -9.06084 -5.76110  0.04
H27 1.90196 -9.04684 -4.98110  0.06
H28 -0.70904 -7.68484 -3.69810  0.13
H29 0.23196 -8.85484 -3.05510  0.05
H30 2.95596 -6.21184 -1.19610  0.10
H31 1.75096 -5.43384 -0.16710  0.09
H32 1.88596 -4.88484 -1.70910  0.08
C17 -1.09404 -4.14284 -3.36310  -0.06
C18 0.02096 -3.92084 -4.34710  -0.18
O9 0.32596 -2.46584 -4.38210  -0.05
C19 1.26496 -1.96084 -5.18010  -0.53
C20 1.29696 -0.45684 -5.00110  0.03
O10 1.87696 -2.61084 -6.03310  0.07
H33 -1.28304 -5.19784 -3.12410  0.08
H34 -1.85704 -3.49884 -3.84910  0.09
H35 -0.97204 -3.74384 -2.31110  0.09
H36 0.91996 -4.28384 -3.77810  0.11
H37 -0.02604 -4.42284 -5.28710  0.12
H38 0.59496 -0.00884 -4.13310  0.11
H39 0.92396 -0.04484 -5.93510  0.09
H40 2.22296 -0.10384 -4.66410  0.05
C21 0.84596 4.06916 0.85390  -0.02
C22 2.30096 4.50716 1.12890  -0.25
O11 2.99796 4.70516 -0.03410  -0.03
C23 4.18496 5.39616 -0.09510  -0.36
C24 4.82196 5.41316 -1.48310  0.01
O12 4.78796 5.95716 0.95690  -0.01
H41 0.23296 4.12016 1.65890  0.01
H42 0.70696 2.93916 0.65390  0.07
H43 0.65096 4.69016 0.05890  0.06
H44 2.25996 5.41016 1.65890  0.09
H45 2.97096 4.15116 2.00590  0.16
H46 5.85696 5.79516 -1.45110  0.09
H47 4.27196 6.10716 -2.00110  0.05
H48 4.99496 4.39016 -1.94210  0.11
C25 -2.39204 3.12816 2.39890  -0.01
C26 -2.59404 4.52316 3.04190  -0.22
O13 -1.43904 5.24816 3.31590  -0.02
C27 -1.23504 6.10116 4.37590  -0.50
C28 0.03296 6.75416 4.60090  0.03
O14 -2.15304 6.27416 5.19690  0.06
H49 -3.32404 2.54116 2.10190  0.09
H50 -1.78404 2.55516 2.80490  -0.06
H51 -1.77804 3.34616 1.28390  0.15
H52 -3.08904 5.05316 2.35190  0.08
H53 -3.25104 4.47416 3.90190  0.12
H54 0.13996 7.56216 3.76390  0.15
H55 0.69696 5.85016 4.46490  0.11
H56 0.04896 7.08016 5.51190  0.02
C29 -3.84104 -0.30884 2.97690  -0.08
C30 -3.95804 -0.36284 1.52990  -0.24
O15 -5.14604 -1.08784 1.33190  -0.01
C31 -5.84304 -1.13084 0.19690  -0.48
C32 -7.25304 -1.63184 0.30490  0.01
O16 -5.32004 -0.77384 -0.89410  0.04
H57 -3.68104 -1.28384 3.37690  0.08
H58 -4.56304 0.32616 3.62290  0.13
H59 -2.97404 0.22116 3.34790  0.04
H60 -4.18404 0.67016 1.08290  0.15
H61 -3.16104 -0.83284 1.15990  0.06
H62 -7.45004 -2.37484 1.07390  0.08
H63 -7.55204 -2.23384 -0.55610  0.08
H64 -8.02304 -0.81284 0.48890  0.12
C33 -0.14404 0.51816 0.31290  -0.03
C34 -0.28504 -0.91784 0.16790  -0.38
C35 0.52896 -1.52784 -0.93910  0.01
O17 -0.96604 -1.70384 0.97990  -0.02
H65 -1.00204 0.87716 -0.01310  0.02
H66 0.67296 1.08916 -0.35210  0.12
H67 -0.18204 0.90616 1.44690  0.14
H68 1.47496 -1.08684 -0.92310  0.05
H69 -0.14104 -1.46584 -1.86110  0.12
H70 0.68796 -2.46084 -0.96310  0.00

Relative energy (zero: lowest compared OMol25 entry of this formula, charge and spin) readings, ordered: 1630.89, 484.74 kJ/mol
HOMO readings, ordered: -9.37, -10.04 eV